Formula: C15H34FeNO4
Source: the Open Molecules 2025 dataset
Level of theory: the ωB97M-V functional and the def2-TZVPD basis

Kohn-Sham gap (alpha / beta) in eV: 9.0074 / 8.7445
E in eV: -60172.07691

```
! wB97M-V def2-TZVPD RIJCOSX def2/J DEFGRID3
* xyz 0 6
Fe -0.97 -0.25 0.18
C -3.56 1.72 -2.55
C -3.29 0.54 -1.65
O -2.02 0.55 -1.08
H -2.91 1.78 -3.43
H -3.41 2.67 -2.04
H -4.57 1.62 -2.95
H -3.47 -0.40 -2.20
H -4.02 0.56 -0.83
C -4.19 -2.08 0.77
C -2.80 -2.71 0.79
O -1.78 -1.79 0.75
H -4.35 -1.42 1.63
H -4.92 -2.88 0.95
H -4.41 -1.58 -0.17
H -2.76 -3.39 -0.08
H -2.72 -3.35 1.68
C -2.19 2.48 2.29
C -0.79 1.91 2.47
O -0.53 0.87 1.59
H -2.31 3.35 2.95
H -2.97 1.76 2.53
H -2.29 2.87 1.27
H -0.67 1.58 3.51
H -0.08 2.73 2.26
C 0.82 1.63 -1.66
C 1.93 0.73 -1.12
C 2.79 1.56 -0.15
C 3.75 0.72 0.66
C 2.93 -0.30 1.43
C 2.11 -1.23 0.54
N 1.28 -0.37 -0.33
O 0.43 -1.14 -1.18
C 3.08 -2.14 -0.23
C 1.24 -2.09 1.45
C 2.75 0.22 -2.31
H 0.23 1.09 -2.39
H 1.27 2.51 -2.12
H 0.20 2.01 -0.85
H 3.37 2.30 -0.71
H 2.10 2.13 0.47
H 4.27 1.30 1.43
H 4.50 0.27 0.01
H 2.29 0.19 2.18
H 3.56 -0.92 2.08
H 4.05 -1.72 -0.45
H 3.29 -3.06 0.33
H 2.70 -2.53 -1.18
H 0.47 -2.65 0.92
H 1.84 -2.82 2.00
H 0.76 -1.47 2.21
H 3.72 -0.19 -2.03
H 3.04 1.08 -2.91
H 2.24 -0.54 -2.91
H 0.95 -1.69 -1.79
*
```

Formula: C15H34N4O6PS
Source: the Open Molecules 2025 dataset
Level of theory: the ωB97M-V functional and the def2-TZVPD basis

Kohn-Sham gap in eV: 8.0947
E in eV: -54467.93691

```
! wB97M-V def2-TZVPD RIJCOSX def2/J DEFGRID3
* xyz 1 1
C 0.77 1.62 1.20
C 1.38 0.47 0.79
C 0.65 -0.46 -0.14
S -1.08 -0.59 0.46
C -2.10 0.30 -0.72
C -3.18 1.03 0.10
C -4.60 0.98 -0.38
O -3.79 2.12 -0.51
P -1.78 -2.63 0.38
N -2.94 -2.79 1.36
O -2.17 -3.10 -1.08
O -0.48 -3.46 0.72
H 0.58 1.86 2.24
H 0.35 2.28 0.43
H 2.41 0.22 1.04
H 1.09 -1.46 -0.18
H 0.55 0.00 -1.13
H -2.61 -0.36 -1.41
H -1.48 1.07 -1.20
H -3.03 1.06 1.18
H -4.70 0.35 -1.25
H -5.23 0.88 0.49
H -3.25 -1.98 1.87
H -3.13 -2.99 -1.17
H -0.65 -3.94 1.54
C 4.06 -4.95 -2.40
C 3.00 -4.36 -1.50
O 3.21 -3.36 -0.82
N 1.79 -4.96 -1.46
C 1.32 -6.12 -2.19
H 4.96 -4.35 -2.30
H 4.29 -5.98 -2.10
H 3.73 -4.95 -3.44
H 1.15 -4.50 -0.83
H 0.46 -5.87 -2.81
H 1.01 -6.91 -1.49
H 2.10 -6.51 -2.82
C -1.51 3.28 4.28
C -0.10 3.24 4.85
O 0.87 2.96 4.16
N 0.04 3.52 6.17
C -0.98 3.87 7.13
H -1.45 3.03 3.23
H -2.15 2.55 4.78
H -1.94 4.27 4.39
H 1.00 3.48 6.48
H -0.78 4.86 7.55
H -0.99 3.15 7.95
H -1.96 3.88 6.67
C 2.28 1.64 -3.08
C 0.91 2.29 -3.08
O 0.14 2.17 -2.12
N 0.56 3.01 -4.15
C 1.33 3.27 -5.36
H 2.41 1.11 -2.14
H 2.38 0.94 -3.91
H 3.06 2.40 -3.16
H -0.36 3.42 -4.08
H 1.48 4.34 -5.48
H 0.79 2.90 -6.23
H 2.29 2.78 -5.31
*
```

Formula: C15H35Br2O6P
Source: the Open Molecules 2025 dataset
Level of theory: the ωB97M-V functional and the def2-TZVPD basis

Kohn-Sham gap in eV: 9.0463
E in eV: -177775.91116

```
! wB97M-V def2-TZVPD RIJCOSX def2/J DEFGRID3
* xyz 0 1
C -0.85 1.93 1.69
C -0.30 1.67 0.28
Br -1.24 2.49 -1.19
C 0.76 0.91 0.09
P 1.46 0.55 -1.59
Br 1.63 0.15 1.63
H -1.21 1.00 2.14
H -1.64 2.68 1.57
H 0.00 2.30 2.26
H 0.44 0.64 -2.54
H 2.39 1.60 -1.79
C 0.58 1.39 -6.06
O 0.16 0.22 -5.39
C -1.26 0.06 -5.40
C -1.70 -0.94 -6.45
O -1.43 -0.47 -7.76
C -0.25 -1.04 -8.32
H 1.65 1.31 -6.24
H 0.07 1.51 -7.02
H 0.39 2.27 -5.44
H -1.76 1.02 -5.55
H -1.54 -0.32 -4.41
H -2.78 -1.08 -6.37
H -1.22 -1.91 -6.28
H -0.45 -2.06 -8.65
H 0.58 -1.04 -7.61
H 0.03 -0.44 -9.19
C -0.18 -5.06 -0.21
O 0.84 -4.22 -0.73
C 1.35 -3.31 0.24
C 2.67 -3.79 0.81
O 2.52 -4.98 1.56
C 2.89 -6.14 0.84
H -0.33 -5.88 -0.91
H 0.09 -5.47 0.77
H -1.12 -4.50 -0.12
H 0.62 -3.14 1.04
H 1.52 -2.36 -0.28
H 3.05 -3.03 1.49
H 3.41 -3.93 0.01
H 3.98 -6.23 0.80
H 2.48 -6.14 -0.18
H 2.49 -7.01 1.37
C 0.32 2.58 5.74
O -0.88 2.81 5.02
C -2.04 2.69 5.83
C -2.57 4.04 6.25
O -1.67 4.72 7.11
C -0.89 5.70 6.44
H 1.15 2.94 5.14
H 0.33 3.10 6.70
H 0.46 1.50 5.92
H -1.84 2.06 6.71
H -2.80 2.18 5.23
H -3.50 3.89 6.82
H -2.81 4.65 5.38
H -1.50 6.59 6.26
H -0.50 5.33 5.49
H -0.06 5.97 7.08
*
```

Formula: C15H35CuF3N4O11PS2
Source: the Open Molecules 2025 dataset
Level of theory: the ωB97M-V functional and the def2-TZVPD basis

Kohn-Sham gap (alpha / beta) in eV: 6.8142 / 5.9081
E in eV: -128354.74305

```
! wB97M-V def2-TZVPD RIJCOSX def2/J DEFGRID3
* xyz -1 2
Cu -0.46 0.83 -1.65
S 0.30 -0.25 -5.13
O 1.28 -1.06 -5.78
O 0.79 0.86 -4.35
O -0.66 0.31 -6.01
O -0.41 -0.95 -4.03
C -4.23 2.04 3.32
F -5.07 2.51 2.34
F -4.48 2.51 4.51
F -4.30 0.77 3.44
S -2.41 2.57 2.92
O -1.61 2.30 4.16
O -1.99 1.81 1.76
O -2.47 4.02 2.66
O 1.36 -2.10 0.62
P 1.91 -3.22 1.41
N 3.65 -3.27 1.59
C 4.31 -2.09 1.24
C 4.29 -4.24 2.34
N 1.43 -4.75 0.74
C 1.22 -4.91 -0.68
C 1.14 -5.98 1.50
N 1.38 -3.26 3.09
C 1.96 -2.35 4.08
C 0.00 -3.52 3.35
H 3.64 -1.29 0.93
H 4.95 -2.31 0.38
H 4.91 -1.69 2.06
H 3.63 -4.93 2.86
H 4.88 -3.80 3.14
H 4.98 -4.83 1.72
H 1.95 -5.60 -1.10
H 0.21 -5.32 -0.82
H 1.43 -3.96 -1.17
H 1.80 -5.92 2.37
H 0.09 -6.09 1.78
H 1.48 -6.86 0.95
H 1.54 -2.54 5.07
H 3.04 -2.44 4.18
H 1.73 -1.30 3.85
H -0.28 -4.43 2.82
H -0.62 -2.67 3.05
H -0.12 -3.77 4.41
O 1.92 3.89 -0.72
C 2.55 4.95 -1.07
O 3.93 4.98 -1.37
C 4.37 6.33 -1.31
C 3.30 7.10 -0.64
C 2.00 6.39 -0.98
H 4.57 6.71 -2.31
H 5.36 6.40 -0.86
H 3.35 8.18 -0.73
H 3.38 6.98 0.44
H 1.46 6.70 -1.87
H 1.31 6.49 -0.14
C -5.27 2.44 -3.64
C -4.40 1.93 -2.57
C -4.61 0.46 -2.37
O -3.50 -0.09 -1.55
C -3.91 -1.37 -1.05
N -3.03 2.23 -2.92
H -5.09 3.50 -3.85
H -6.32 2.53 -3.36
H -5.12 1.89 -4.57
H -4.62 2.46 -1.64
H -4.59 -0.04 -3.35
H -5.55 0.26 -1.86
H -4.87 -1.33 -0.54
H -3.11 -1.71 -0.39
H -3.95 -2.10 -1.86
H -2.88 3.22 -3.07
H -2.86 1.78 -3.81
*
```